1.
This record from the Open Molecules 2025 dataset describes C20H17Cl5CrN3O7S2 as an isolated structure. The level of theory is ωB97M-V/def2-TZVPD.

Output
Largest force on an atom: 0.8 eV Å⁻¹
HOMO level (alpha / beta): -8.8965 / -9.0105 eV
Energy above the lowest of the compared OMol25 structures with the same formula, charge and spin: 0.466 eV
Orbital gap (alpha / beta): 7.7 / 8.3 eV
LUMO (alpha / beta): -1.2 / -0.7 eV
Multiplicity: 2

Geometry (Å):
Cr -1.4297 0.9800 0.2404
Cl -4.7014 -3.5027 -0.0649
Cl 0.9229 -2.4365 2.3912
Cl -3.2854 -5.7632 1.5940
Cl -0.4664 -5.2239 2.8163
Cl -3.2220 -0.7302 -0.4515
S 0.0803 -1.3693 -3.2006
S 0.8377 3.2773 0.3620
O 1.3601 -0.9916 -3.8659
O -2.5689 2.2318 -0.7361
O 0.2420 3.7853 -0.8385
O -0.6898 -0.5886 0.8067
O -0.9780 1.2661 -1.7689
O 1.2473 4.1840 1.3984
O -2.1882 2.7255 -2.8338
N -1.9104 2.1100 -1.8628
N -1.9464 1.5287 2.1606
N -0.2241 2.2016 1.0219
C 3.1009 1.8941 0.9172
C 2.2043 1.6065 -1.3069
C -2.5179 -4.2420 1.3676
C -1.4689 2.9139 4.4495
C -2.5675 2.0598 4.3687
C -0.1380 -3.1223 -3.5026
C 2.1680 2.2100 -0.0596
C -1.2309 -0.7781 -4.2663
C -2.7777 1.3774 3.1885
C 5.1507 -0.7373 -0.8977
C -0.8832 2.3442 2.2393
C 3.1750 0.6553 -1.5712
C 4.1144 0.3093 -0.6023
C -0.6294 -2.7641 1.7421
C -2.5194 -2.0256 0.4790
C -0.6013 3.0812 3.3855
C -3.1569 -3.2456 0.6359
C 4.0734 0.9497 0.6353
C -1.2545 -3.9924 1.9142
C -1.2620 -1.7466 1.0126
H -0.0319 -3.3302 -4.5672
H 3.0664 2.3851 1.8806
H -1.1816 0.3084 -4.2466
H 0.6443 -3.6360 -2.9474
H 5.9084 -0.3604 -1.5870
H 4.6898 -1.6073 -1.3661
H -3.2409 1.9327 5.2029
H 0.2457 3.7449 3.4233
H 1.4764 1.8732 -2.0601
H 3.1710 0.1594 -2.5336
H -2.1975 -1.1110 -3.8865
H -1.0655 -1.1458 -5.2789
H -1.1143 -3.4439 -3.1388
H 5.6574 -1.0617 0.0105
H -1.2849 3.4588 5.3666
H -3.6114 0.7029 3.0416
H 4.8097 0.6993 1.3895

Want to see where the charge sits? The Mulliken charges in e are: atom 1 (Cr): -0.298, atom 2 (Cl): -0.192, atom 3 (Cl): -0.165, atom 4 (Cl): -0.185, atom 5 (Cl): -0.178, atom 6 (Cl): -0.225, atom 7 (S): 0.876, atom 8 (S): 1.096, atom 9 (O): -0.741, atom 10 (O): -0.322, atom 11 (O): -0.696, atom 12 (O): -0.211, atom 13 (O): -0.324, atom 14 (O): -0.726, atom 15 (O): -0.602, atom 16 (N): 1.253, atom 17 (N): 0.149, atom 18 (N): 0.653, atom 19 (C): -0.607, atom 20 (C): -0.320, atom 21 (C): 0.458, atom 22 (C): -0.332, atom 23 (C): -0.870, atom 24 (C): -1.161, atom 25 (C): -0.035, atom 26 (C): -1.051, atom 27 (C): -0.184, atom 28 (C): -1.455, atom 29 (C): 0.568, atom 30 (C): -0.873, atom 31 (C): 0.942, atom 32 (C): 0.381, atom 33 (C): 0.661, atom 34 (C): -0.907, atom 35 (C): -0.266, atom 36 (C): -0.780, atom 37 (C): 0.161, atom 38 (C): -0.403, atom 39 (H): 0.377, atom 40 (H): 0.453, atom 41 (H): 0.222, atom 42 (H): 0.345, atom 43 (H): 0.322, atom 44 (H): 0.334, atom 45 (H): 0.411, atom 46 (H): 0.534, atom 47 (H): 0.686, atom 48 (H): 0.496, atom 49 (H): 0.306, atom 50 (H): 0.451, atom 51 (H): 0.344, atom 52 (H): 0.362, atom 53 (H): 0.415, atom 54 (H): 0.500, atom 55 (H): 0.354

=====

2.
This record from the Open Molecules 2025 dataset describes C20H17Cl6O7STc as an isolated structure. The level of theory is ωB97M-V/def2-TZVPD.

Output
Largest force on an atom: 2.8 eV Å⁻¹
HOMO level (alpha / beta): -11.0170 / -11.0117 eV
Energy above the lowest of the compared OMol25 structures with the same formula, charge and spin: 1.463 eV
Orbital gap (alpha / beta): 6.3 / 5.0 eV
Total charge: +1
LUMO (alpha / beta): -4.7 / -6.0 eV
Multiplicity: 4

Geometry (Å):
Tc -0.0310 0.1381 -0.1698
Cl 1.1260 0.0854 -2.6202
Cl -1.3796 -5.2655 -1.7140
Cl -4.0382 -4.3702 -3.0803
Cl -4.8650 -1.3655 -2.9998
Cl -3.0549 0.6863 -1.5961
Cl 0.3989 -3.1872 -0.3268
S 6.2257 5.1948 4.1349
O 2.2000 0.8070 -3.1157
O 1.5120 -0.6463 -1.4172
O 0.5552 -0.7950 -3.5307
O 7.3365 6.0056 1.8380
O -0.0737 -0.8939 1.7456
O -1.6930 1.1054 0.9652
O 0.0971 0.9880 -2.1021
C 1.9372 2.2292 1.3379
C 7.4262 5.1762 2.6689
C -1.3552 -0.7973 2.3593
C -2.5928 -0.9581 -1.5868
C 1.1612 1.4809 0.7629
C 0.8560 -1.7597 2.3805
C -1.7459 0.6789 2.3241
C 3.1972 2.7307 3.3434
C -3.4110 -1.8742 -2.2590
C 4.5313 4.7739 1.9887
C 8.3344 4.0188 2.7907
C 4.1867 3.4336 3.9848
C 3.5330 4.0764 1.3497
C -1.0675 -2.6650 -1.0355
C -1.9158 2.5073 0.8252
C 2.8785 3.0252 2.0074
C -1.4141 -1.3219 -0.9484
C -1.8478 -3.6200 -1.6977
C -3.0383 -3.2195 -2.3033
C 4.8808 4.4321 3.2958
H 5.0414 5.5735 1.4755
H -1.0246 1.2618 2.9132
H 1.1041 -1.3815 3.3758
H 0.4600 -2.7761 2.4432
H 1.7505 -1.7691 1.7626
H -1.3195 -1.1637 3.3871
H -2.7580 0.8329 2.7171
H -1.1850 3.0849 1.3982
H -2.9280 2.7541 1.1575
H 7.7581 3.0975 2.7019
H -1.8142 2.7500 -0.2307
H 3.2587 4.3187 0.3347
H 4.4582 3.1961 5.0011
H 2.6824 1.9243 3.8449
H 8.7966 4.0157 3.7757
H 9.0946 4.0491 2.0128
H -2.0689 -1.3914 1.7744

Want to see where the charge sits? The Mulliken charges in e are: atom 1 (Tc): -0.004, atom 2 (Cl): 1.874, atom 3 (Cl): -0.176, atom 4 (Cl): -0.150, atom 5 (Cl): -0.171, atom 6 (Cl): -0.221, atom 7 (Cl): -0.190, atom 8 (S): -0.139, atom 9 (O): -0.580, atom 10 (O): -0.586, atom 11 (O): -0.533, atom 12 (O): -0.470, atom 13 (O): 0.112, atom 14 (O): -0.030, atom 15 (O): -0.578, atom 16 (C): 0.516, atom 17 (C): 0.697, atom 18 (C): -0.788, atom 19 (C): 1.318, atom 20 (C): -0.432, atom 21 (C): -1.173, atom 22 (C): -0.446, atom 23 (C): -0.480, atom 24 (C): -0.204, atom 25 (C): -0.549, atom 26 (C): -1.039, atom 27 (C): -0.760, atom 28 (C): -0.585, atom 29 (C): 1.241, atom 30 (C): -0.946, atom 31 (C): 0.431, atom 32 (C): -0.989, atom 33 (C): -0.287, atom 34 (C): 0.521, atom 35 (C): 0.298, atom 36 (H): 0.498, atom 37 (H): 0.324, atom 38 (H): 0.334, atom 39 (H): 0.373, atom 40 (H): 0.348, atom 41 (H): 0.551, atom 42 (H): 0.479, atom 43 (H): 0.327, atom 44 (H): 0.282, atom 45 (H): 0.308, atom 46 (H): 0.351, atom 47 (H): 0.478, atom 48 (H): 0.430, atom 49 (H): 0.444, atom 50 (H): 0.364, atom 51 (H): 0.326, atom 52 (H): 0.280

=====

3.
This record from the Open Molecules 2025 dataset describes a 2-piece molecular cluster, C20H17F2 overall. The level of theory is ωB97M-V/def2-TZVPD.

Output
Largest force on an atom: 2.2 eV Å⁻¹
HOMO level: -11.8408 eV
Energy above the lowest of the compared OMol25 structures with the same formula, charge and spin: 0.106 eV
Orbital gap: 6.4 eV
Total charge: +1
LUMO: -5.4 eV

Geometry (Å):
F -3.6710 2.3039 -2.0728
F 2.7051 2.3172 -1.9679
C -0.3688 -0.0073 1.9695
C -2.0881 0.6141 -1.7283
C 0.7928 2.1350 2.0435
C 1.5065 -0.5587 3.4139
C 2.1319 0.6866 3.5863
C 1.8486 -1.6499 -1.3423
C -0.1645 1.2987 1.5285
C 0.4394 -0.9235 2.6342
C -2.8190 -1.6456 -1.3592
C 1.8147 1.8889 2.9707
C 1.1272 0.6203 -1.6637
C -4.4480 0.0663 -1.8091
C 3.1547 -1.2755 -1.5179
C 0.7967 -0.7133 -1.3557
C -0.4725 -1.1194 -0.7452
C 2.4343 0.9760 -1.8347
C -1.7668 -0.7078 -1.3447
C -4.1331 -1.2720 -1.5659
C 3.4818 0.0702 -1.7457
C -3.4118 0.9645 -1.9115
H -4.9494 -1.9985 -1.5161
H 2.4626 2.7509 3.2100
H 1.6182 -2.6987 -1.1930
H 3.0039 0.6948 4.2658
H 0.7457 3.1689 1.7117
H 0.1109 -1.9536 2.7332
H -1.4390 -0.2869 1.9734
H -0.4284 -0.8255 0.2885
H 0.3612 1.3580 -1.7222
H 3.9755 -1.9976 -1.4602
H -2.5965 -2.6932 -1.2082
H -0.4940 -2.2211 -0.6431
H 1.9404 -1.3455 4.0278
H 4.4934 0.4381 -1.8022
H -1.3279 1.3359 -1.8571
H -0.8961 1.7695 0.8789
H -5.4708 0.4360 -1.8690

Want to see where the charge sits? The Mulliken charges in e are: atom 1 (F): -0.312, atom 2 (F): -0.328, atom 3 (C): 0.177, atom 4 (C): -0.522, atom 5 (C): -0.286, atom 6 (C): -0.346, atom 7 (C): -0.300, atom 8 (C): -0.838, atom 9 (C): -0.090, atom 10 (C): -0.312, atom 11 (C): -0.807, atom 12 (C): -0.359, atom 13 (C): -0.334, atom 14 (C): -0.510, atom 15 (C): -0.527, atom 16 (C): 0.949, atom 17 (C): 0.117, atom 18 (C): 0.120, atom 19 (C): 0.799, atom 20 (C): -0.562, atom 21 (C): -0.600, atom 22 (C): 0.094, atom 23 (H): 0.382, atom 24 (H): 0.346, atom 25 (H): 0.422, atom 26 (H): 0.343, atom 27 (H): 0.400, atom 28 (H): 0.409, atom 29 (H): 0.284, atom 30 (H): -1.021, atom 31 (H): 0.503, atom 32 (H): 0.394, atom 33 (H): 0.422, atom 34 (H): 0.499, atom 35 (H): 0.371, atom 36 (H): 0.484, atom 37 (H): 0.665, atom 38 (H): 0.426, atom 39 (H): 0.448

=====

4.
This record from the Open Molecules 2025 dataset describes one molecule with the formula C20H17F9N2O5S. The level of theory is ωB97M-V/def2-TZVPD.

Output
Largest force on an atom: 1.0 eV Å⁻¹
HOMO level: -9.0550 eV
Energy above the lowest of the compared OMol25 structures with the same formula, charge and spin: 0.000 eV
SMILES: O=C(NCCNS(=O)(=O)c1cccc(C(F)(F)F)c1)c1cc(OCC(F)(F)F)ccc1OCC(F)(F)F
Orbital gap: 9.1 eV
LUMO: 0.1 eV

Geometry (Å):
S 1.8580 2.0643 -0.9261
F -6.0715 0.1035 1.8208
F -2.6692 0.1044 -3.9706
F 4.8135 -1.2162 0.1194
F -5.6186 -0.2447 -0.2472
F -5.9211 -1.9100 1.0829
F 5.1208 -2.2593 -1.7398
F 4.7227 -3.3568 0.0621
F -1.4315 -1.3488 -2.9828
F -3.4179 -0.9574 -2.2621
O 2.3953 0.7258 -0.9869
O 2.2610 -1.9996 0.3208
O 0.4025 1.3419 1.9981
O -3.2641 -1.6509 0.5701
O 2.2188 2.9352 -2.0002
N 2.2759 2.8080 0.5121
N 2.3488 0.2110 1.8883
C 0.8895 -1.8527 0.3289
C 0.3077 -0.8220 1.0733
C 0.0642 1.9174 -0.9498
C 3.1414 1.3406 2.3175
C -5.3849 -0.6977 0.9871
C -0.7957 2.8145 -0.3482
C 1.0292 0.3285 1.6905
C 2.9037 -2.1788 -0.9224
C -2.3230 -0.3708 -2.7611
C -1.7859 0.7171 -1.8711
C 0.0601 -2.7562 -0.3325
C -1.0820 -0.7542 1.1747
C -2.6665 1.5995 -1.2561
C -2.1652 2.6412 -0.4921
C -1.3116 -2.6689 -0.2386
C -0.4166 0.8720 -1.7136
C -1.8982 -1.6646 0.5310
C -3.8984 -0.6674 1.3390
C 4.3947 -2.2499 -0.6177
C 3.4717 2.2876 1.1567
H 0.2830 0.1962 -2.1782
H 4.0521 1.7644 0.3943
H -3.7310 1.4704 -1.3873
H 2.7320 -1.3102 -1.5709
H -1.9496 -3.3687 -0.7524
H -3.5315 0.3427 1.1113
H 0.4917 -3.5506 -0.9199
H 4.0635 0.9669 2.7641
H -1.4732 0.0569 1.7685
H 2.8260 -0.5704 1.4625
H 2.5626 1.8844 3.0709
H -2.8461 3.3311 -0.0178
H 2.6156 -3.1089 -1.4250
H -0.4049 3.6405 0.2234
H 4.0564 3.1339 1.5299
H -3.7969 -0.8647 2.4158
H 1.4925 2.8006 1.1566

Want to see where the charge sits? The Mulliken charges in e are: atom 1 (S): 1.322, atom 2 (F): -0.294, atom 3 (F): -0.301, atom 4 (F): -0.224, atom 5 (F): -0.228, atom 6 (F): -0.263, atom 7 (F): -0.289, atom 8 (F): -0.286, atom 9 (F): -0.255, atom 10 (F): -0.176, atom 11 (O): -0.554, atom 12 (O): -0.592, atom 13 (O): -0.719, atom 14 (O): -0.340, atom 15 (O): -0.732, atom 16 (N): -0.387, atom 17 (N): 0.016, atom 18 (C): 1.326, atom 19 (C): -0.298, atom 20 (C): 0.366, atom 21 (C): -0.784, atom 22 (C): 0.769, atom 23 (C): -0.303, atom 24 (C): 0.100, atom 25 (C): -0.507, atom 26 (C): 0.683, atom 27 (C): 0.126, atom 28 (C): -0.614, atom 29 (C): -0.074, atom 30 (C): -0.775, atom 31 (C): -1.025, atom 32 (C): -0.872, atom 33 (C): -0.540, atom 34 (C): 0.203, atom 35 (C): -0.421, atom 36 (C): 0.762, atom 37 (C): -0.766, atom 38 (H): 0.500, atom 39 (H): 0.425, atom 40 (H): 0.605, atom 41 (H): 0.250, atom 42 (H): 0.509, atom 43 (H): 0.083, atom 44 (H): 0.400, atom 45 (H): 0.438, atom 46 (H): 0.553, atom 47 (H): 0.222, atom 48 (H): 0.355, atom 49 (H): 0.447, atom 50 (H): 0.442, atom 51 (H): 0.510, atom 52 (H): 0.405, atom 53 (H): 0.391, atom 54 (H): 0.411

=====

5.
This record from the Open Molecules 2025 dataset describes one molecule with the formula C20H17N3O4. The level of theory is ωB97M-V/def2-TZVPD.

Output
Largest force on an atom: 1.3 eV Å⁻¹
HOMO level: -9.1650 eV
Energy above the lowest of the compared OMol25 structures with the same formula, charge and spin: 1.094 eV
SMILES: Cc1cc(NC(=O)c2ccc(N3C(=O)[C@@H]4[C@H](C3=O)[C@H]3C=C[C@@H]4C3)cc2)no1
Orbital gap: 9.5 eV
LUMO: 0.3 eV

Geometry (Å):
O -2.8018 1.8029 0.8637
O 1.2640 3.7062 0.0848
O 0.3765 -6.9531 -2.0800
O 2.6281 -2.7870 -1.1383
N 0.5098 -3.6014 -1.2618
N -0.1894 -5.7694 -1.7344
N -0.6562 2.4756 0.3833
C 0.7913 -4.9042 -1.6056
C -0.8940 0.3781 -0.8138
C 1.7105 -6.8068 -2.1620
C -1.9724 2.6681 0.7886
C 0.8377 -1.2887 -0.7050
C -2.4962 5.8162 2.8511
C 2.0444 -5.5163 -1.8704
C -0.7743 4.7646 0.8876
C -2.1404 4.1283 1.1409
C -0.4088 -0.8679 -1.1607
C -0.3452 5.2544 2.3008
C -0.9126 4.1339 3.1802
C -2.3457 4.3254 2.6703
C 1.4326 -2.6095 -1.0573
C 2.5291 -7.9870 -2.5286
C -0.1420 1.2104 0.0072
C 1.1100 0.8065 0.4561
C 1.5970 -0.4309 0.0867
C 0.1086 3.6378 0.4021
C -1.3093 6.3674 2.6319
H 2.3800 -8.7856 -1.8037
H 3.0051 -5.0523 -1.8388
H -0.4947 3.1486 2.9776
H 2.2290 -8.3618 -3.5058
H -0.7612 5.5818 0.1658
H -0.8185 4.3536 4.2420
H 2.5721 -0.7577 0.4137
H -1.0488 7.4089 2.6208
H -3.1245 3.6958 3.0905
H 3.5787 -7.7117 -2.5531
H -3.4298 6.3033 3.0608
H -2.9693 4.5526 0.5733
H -0.4711 -3.4152 -1.1105
H -0.9974 -1.4895 -1.8196
H -1.8571 0.7032 -1.1729
H 0.7142 5.4797 2.3815
H 1.7005 1.4608 1.0768

Want to see where the charge sits? The Mulliken charges in e are: atom 1 (O): -0.597, atom 2 (O): -0.601, atom 3 (O): -0.131, atom 4 (O): -0.644, atom 5 (N): -0.139, atom 6 (N): -0.674, atom 7 (N): 0.327, atom 8 (C): 0.391, atom 9 (C): -0.545, atom 10 (C): 0.052, atom 11 (C): -0.062, atom 12 (C): 0.716, atom 13 (C): -0.696, atom 14 (C): 0.087, atom 15 (C): -0.119, atom 16 (C): -0.099, atom 17 (C): -0.803, atom 18 (C): -0.159, atom 19 (C): -0.817, atom 20 (C): -0.177, atom 21 (C): 0.569, atom 22 (C): -1.182, atom 23 (C): 0.423, atom 24 (C): -0.262, atom 25 (C): -1.107, atom 26 (C): -0.011, atom 27 (C): -0.699, atom 28 (H): 0.305, atom 29 (H): 0.449, atom 30 (H): 0.308, atom 31 (H): 0.304, atom 32 (H): 0.538, atom 33 (H): 0.340, atom 34 (H): 0.410, atom 35 (H): 0.468, atom 36 (H): 0.533, atom 37 (H): 0.306, atom 38 (H): 0.469, atom 39 (H): 0.534, atom 40 (H): 0.259, atom 41 (H): 0.399, atom 42 (H): 0.417, atom 43 (H): 0.516, atom 44 (H): 0.406